The molecule C3H4N2O in a non-equilibrium geometry, computed with ωB97M-V/def2-TZVPD.

Geometry as XYZ:
```
10
Properties=species:S:1:pos:R:3:forces:R:3
O -1.666584 0.431554 -1.622111 -0.291 -0.419 0.233
N 1.291912 0.314153 0.036150 0.028 0.053 -0.361
N 0.236038 1.026776 -0.593807 -0.827 0.047 -0.234
C -0.521546 -1.033322 -0.008995 -0.099 -0.098 0.125
C -0.801822 0.139538 -0.808033 -0.617 -0.152 -0.046
C 0.702098 -0.847897 0.525598 -0.071 0.079 -0.319
H -1.184783 -1.877249 0.050855 0.098 -0.072 0.207
H 0.127173 1.535014 -1.503673 2.184 0.060 0.937
H 1.226429 -1.475293 1.244826 0.039 0.300 -0.327
H 1.898151 0.829627 0.667407 -0.443 0.203 -0.216
```
Positions in Å, forces in eV/Å.

Calculated values
LUMO energy = 0.80 eV
E_tot = -8202.093 eV
energy above the lowest of the compared OMol25 structures with the same formula, charge and spin = 172.95 kJ/mol
HOMO level = -8.843 eV
multiplicity = 1

The molecule C3H8N2 in a non-equilibrium geometry, computed with ωB97M-V/def2-TZVPD.

Geometry as XYZ:
```
13
Properties=species:S:1:pos:R:3:forces:R:3
N 2.280953 -0.402605 0.422890 1.192 -0.538 -0.329
N 1.276695 0.373290 0.179161 -1.968 1.039 1.911
C -0.489654 -1.254912 -0.193604 0.258 0.350 0.055
C -0.013895 0.147538 0.032114 0.031 -0.521 -0.903
C -0.971914 1.287028 -0.089995 0.200 -0.106 0.115
H 0.015637 -1.709500 -1.049825 0.057 -0.069 -0.033
H -1.737139 1.233791 0.687753 -0.034 0.038 0.008
H -0.457642 2.241997 0.003602 -0.018 0.137 -0.006
H -1.484279 1.263402 -1.053036 -0.032 0.078 -0.058
H -0.286282 -1.884727 0.676052 0.022 -0.088 0.067
H 1.407654 1.347985 0.511325 0.564 -0.627 -0.800
H -1.558349 -1.264121 -0.392331 -0.030 -0.011 0.043
H 2.018216 -1.379164 0.265894 -0.243 0.319 -0.070
```
Positions in Å, forces in eV/Å.

Calculated values
LUMO energy = 0.90 eV
E_tot = -6218.747 eV
energy above the lowest of the compared OMol25 structures with the same formula, charge and spin = 299.11 kJ/mol
HOMO level = -7.248 eV
multiplicity = 1

The molecule C6H10OS in a non-equilibrium geometry, computed with ωB97M-V/def2-TZVPD.

Geometry as XYZ:
```
18
Properties=species:S:1:pos:R:3:forces:R:3
S 2.204649 -0.579291 -0.073804 -1.452 -0.605 -1.196
O -0.177812 1.021522 0.078327 1.482 0.769 -0.349
C 3.649154 0.276563 0.492452 0.415 0.392 -1.302
C -0.968915 0.355050 -0.794359 -3.628 -0.587 2.246
C -2.132652 -0.381562 0.126924 1.876 0.254 -0.281
C -1.749963 -1.351727 0.907005 0.327 -1.760 -0.407
C -3.376576 0.443194 0.216049 -0.324 0.262 1.030
C 0.908834 0.419989 0.565235 1.199 0.156 1.788
H 4.010374 1.053550 -0.158145 -0.260 0.453 -0.715
H -3.061467 1.491210 0.041411 -0.417 -0.160 1.177
H -4.069651 0.189124 1.098963 1.418 0.814 -1.144
H -0.523201 -0.225398 -1.504818 1.640 -2.066 -1.429
H -1.050854 -2.238944 0.980268 -0.804 1.668 0.015
H 3.329303 0.780308 1.359248 0.409 0.167 1.693
H -1.496941 1.086726 -1.310553 -1.006 1.412 -1.080
H 1.279747 1.045789 1.369417 0.003 -0.153 0.240
H -3.972900 0.323159 -0.648684 -0.776 -0.694 -1.177
H 4.483728 -0.413611 0.503627 -0.103 -0.322 0.892
```
Positions in Å, forces in eV/Å.

Calculated values
LUMO energy (alpha / beta) = 0.68 / 0.23 eV
E_tot = -19260.476 eV
energy above the lowest of the compared OMol25 structures with the same formula, charge and spin = 632.38 kJ/mol
HOMO level (alpha / beta) = -7.978 / -6.837 eV
multiplicity = 1

The molecule C4H7NO in a non-equilibrium geometry, computed with ωB97M-V/def2-TZVPD.

Geometry as XYZ:
```
13
Properties=species:S:1:pos:R:3:forces:R:3
O -1.921839 -0.073702 1.405816 0.477 -0.026 -0.302
N 0.153721 0.557175 -1.038792 -0.272 -1.069 -1.002
C -1.263594 0.661943 -0.925869 -0.553 -0.172 -0.394
C 0.385506 0.190799 0.411980 0.862 1.058 -1.186
C 1.260156 -0.970913 0.846503 0.009 0.243 -0.092
C -1.135082 0.201036 0.546311 -0.131 0.549 -0.095
H -1.784321 -0.055390 -1.560581 -0.494 -0.043 0.085
H 2.315333 -0.737942 0.674674 -0.138 -0.056 -0.004
H 0.781733 1.223490 0.293479 0.385 -0.206 3.509
H 0.749306 0.447494 -1.819779 0.150 -0.440 -0.577
H -1.672512 1.669413 -1.083457 -0.125 -0.174 0.155
H 1.021972 -1.894552 0.303464 -0.092 0.224 0.048
H 1.141000 -1.167207 1.916687 -0.077 0.114 -0.146
```
Positions in Å, forces in eV/Å.

Calculated values
LUMO energy = 0.93 eV
E_tot = -7796.294 eV
energy above the lowest of the compared OMol25 structures with the same formula, charge and spin = 323.24 kJ/mol
HOMO level = -8.287 eV
multiplicity = 1